192
Properties=species:S:1:pos:R:3:forces:R:3 method="wB97M-V/def2-TZVPD" orbital_gap_ev=9.42 e_lumo_ev=0.502 max_force_ev_per_a=3.6
F -21.539 -3.336 26.092 -0.1 1.1 0.5
C -20.943 -4.185 25.260 -1.3 -1.6 1.3
C -20.409 -3.789 24.098 0.8 0.6 -0.7
C -19.877 -4.761 23.274 1.2 0.9 -1.8
C -19.933 -6.088 23.551 0.1 -0.9 1.6
C -20.443 -6.472 24.830 0.2 -0.2 -0.8
C -20.997 -5.526 25.670 0.8 0.4 -0.5
H -20.236 -2.762 23.848 -0.3 0.4 0.0
H -19.277 -4.409 22.403 -0.8 -0.4 0.5
H -19.422 -6.770 22.881 -0.2 -0.2 0.2
H -20.358 -7.500 25.175 -0.1 0.1 -0.2
H -21.338 -5.729 26.676 -0.1 -0.2 -0.1
F -12.948 -15.565 19.593 -0.2 -0.7 0.4
C -13.600 -15.116 20.696 0.2 -0.3 -0.5
C -13.594 -13.762 20.825 0.3 0.9 -1.2
C -14.227 -13.165 21.880 -0.4 -0.2 0.8
C -14.862 -14.002 22.769 -1.1 0.5 1.4
C -14.851 -15.394 22.647 -0.7 1.6 2.3
C -14.210 -15.956 21.621 1.3 -1.3 -1.5
H -13.170 -13.176 20.014 0.2 -0.1 0.2
H -14.204 -12.097 22.052 -0.1 0.0 -0.2
H -15.408 -13.559 23.619 0.3 -0.2 -0.4
H -15.209 -15.979 23.506 -0.1 0.1 -0.7
H -14.108 -17.027 21.641 0.1 -0.3 -0.6
F -18.894 -5.172 20.039 0.1 -0.1 0.7
C -19.514 -5.528 18.904 1.3 0.3 -0.5
C -18.701 -6.012 17.892 -1.2 -0.4 -0.9
C -19.258 -6.239 16.610 0.0 0.6 1.2
C -20.599 -5.915 16.417 0.0 -0.3 1.1
C -21.372 -5.464 17.529 0.2 -0.7 -2.3
C -20.841 -5.221 18.763 0.5 0.2 -0.3
H -17.670 -6.215 18.061 0.6 0.0 0.3
H -18.597 -6.619 15.834 -0.3 0.1 -0.1
H -21.057 -6.031 15.443 -0.1 0.0 0.1
H -22.410 -5.335 17.325 -0.6 0.5 0.1
H -21.321 -4.609 19.495 -0.5 -0.2 0.6
F -12.454 -6.263 27.685 -0.2 0.2 0.3
C -11.941 -7.487 27.916 0.0 -0.6 -0.4
C -12.358 -8.225 29.018 -0.3 0.0 -0.7
C -11.840 -9.526 29.157 0.2 1.0 0.0
C -10.872 -9.954 28.248 -0.1 -0.8 1.0
C -10.513 -9.177 27.158 1.1 -1.7 -1.0
C -11.069 -7.978 26.929 -1.1 3.4 0.2
H -13.160 -7.825 29.649 0.5 -0.2 -0.1
H -12.179 -10.103 30.019 0.3 -0.1 -0.4
H -10.350 -10.897 28.436 -0.4 0.2 -0.3
H -9.827 -9.557 26.395 0.0 -0.1 0.5
H -10.852 -7.237 26.098 -0.1 -1.4 0.9
F -13.739 -12.254 27.650 0.5 0.1 -0.1
C -14.197 -12.423 28.898 -0.7 -0.9 1.0
C -13.586 -13.368 29.762 0.5 1.5 -2.2
C -14.153 -13.601 30.997 0.7 -0.4 -0.3
C -15.269 -12.893 31.369 -0.8 0.0 0.0
C -15.892 -12.007 30.505 0.0 0.3 0.2
C -15.368 -11.767 29.257 0.3 1.0 -0.9
H -12.632 -13.746 29.355 -0.6 -0.4 0.6
H -13.718 -14.373 31.621 0.0 0.2 0.2
H -15.713 -13.076 32.316 -0.3 -0.1 0.8
H -16.791 -11.457 30.753 0.0 -0.2 0.3
H -15.850 -10.998 28.609 0.5 -0.9 0.3
F -16.153 -5.429 22.421 -1.7 0.3 -0.9
C -15.477 -4.925 23.438 2.2 -1.1 0.6
C -15.946 -4.044 24.377 -2.2 0.5 0.6
C -15.186 -3.709 25.498 1.3 -0.8 -1.2
C -13.878 -4.193 25.559 -0.2 -0.3 -0.6
C -13.375 -5.044 24.580 -0.8 -0.4 -0.7
C -14.214 -5.492 23.543 1.6 0.1 -0.2
H -17.000 -3.691 24.338 0.8 -0.2 -0.2
H -15.548 -3.053 26.248 -0.4 0.4 0.5
H -13.187 -3.970 26.330 0.2 0.5 0.9
H -12.340 -5.372 24.642 -0.2 -0.1 0.0
H -13.850 -6.223 22.752 -0.6 1.0 1.1
F -15.853 -0.544 24.637 -0.4 0.3 0.0
C -16.755 -0.639 23.630 -0.4 -1.0 0.2
C -16.272 -1.072 22.407 -1.7 0.5 -0.6
C -17.281 -1.217 21.413 0.6 0.1 0.4
C -18.621 -0.966 21.686 0.4 -0.1 -0.9
C -19.066 -0.577 22.951 -0.9 -0.2 -2.4
C -18.144 -0.467 23.918 2.1 0.7 1.7
H -15.215 -1.209 22.181 -0.3 0.0 0.3
H -16.990 -1.493 20.402 -0.1 0.0 0.2
H -19.311 -1.001 20.847 0.0 -0.1 0.2
H -20.132 -0.323 23.004 0.5 -0.2 0.7
H -18.462 -0.141 24.901 0.4 -0.1 0.1
F -20.644 -12.748 23.485 0.3 -0.5 0.8
C -20.659 -12.697 22.151 -0.9 1.4 -0.5
C -19.780 -13.386 21.380 1.0 -1.1 -0.1
C -19.819 -13.270 19.987 0.2 -0.4 0.8
C -20.769 -12.454 19.415 -0.7 1.2 -0.9
C -21.651 -11.694 20.178 0.2 -0.3 1.8
C -21.571 -11.825 21.598 -1.2 0.4 -1.7
H -19.090 -14.055 21.899 0.0 0.2 -0.3
H -19.090 -13.851 19.428 -0.2 0.2 -0.2
H -20.884 -12.253 18.351 0.5 -0.6 0.0
H -22.388 -11.015 19.698 0.6 -0.6 0.5
H -22.304 -11.325 22.224 0.3 0.1 0.1
F -17.646 -7.754 31.458 0.9 0.7 0.7
C -18.102 -8.426 30.413 -0.9 -1.2 0.6
C -17.839 -8.022 29.152 0.5 0.0 -1.1
C -18.475 -8.687 28.098 -0.3 -0.3 -0.9
C -19.340 -9.754 28.338 0.2 -0.3 1.4
C -19.488 -10.200 29.680 -0.7 -0.4 -0.1
C -18.877 -9.542 30.713 0.4 0.9 0.6
H -17.054 -7.290 29.013 -0.3 0.3 -0.3
H -18.297 -8.371 27.054 0.0 -0.1 0.7
H -19.884 -10.292 27.571 0.2 0.2 -0.2
H -20.139 -11.020 30.018 0.2 0.2 -0.9
H -18.965 -9.762 31.788 -0.2 -0.2 -0.7
F -16.741 -12.960 26.496 -0.5 0.1 0.2
C -17.807 -13.379 27.242 0.9 -0.5 -0.3
C -19.091 -13.116 26.819 0.2 0.8 -2.1
C -20.125 -13.691 27.488 0.4 0.0 1.3
C -19.875 -14.410 28.660 -1.1 -0.1 -0.5
C -18.608 -14.620 29.121 1.3 -0.1 -0.4
C -17.530 -14.163 28.337 -0.8 0.4 0.7
H -19.309 -12.561 25.874 0.5 -0.4 0.9
H -21.105 -13.465 27.159 -1.0 -0.2 -0.2
H -20.713 -14.866 29.148 -0.3 0.0 0.4
H -18.420 -15.169 30.043 0.0 0.1 -0.3
H -16.515 -14.308 28.629 0.6 -0.2 0.1
F -16.881 -11.232 23.697 -0.7 -1.1 -0.8
C -16.615 -10.065 24.280 1.1 -1.9 0.7
C -17.296 -8.985 23.930 -0.6 3.0 -1.6
C -16.838 -7.758 24.453 -1.2 -0.6 0.9
C -15.967 -7.776 25.513 0.8 1.3 -0.8
C -15.304 -8.922 25.847 0.6 -1.7 0.8
C -15.619 -10.107 25.215 -0.1 -0.2 0.6
H -17.991 -9.076 23.103 -0.2 0.2 0.1
H -17.210 -6.764 24.274 -0.6 -0.2 -0.8
H -15.692 -6.796 25.874 0.2 -0.1 0.5
H -14.557 -9.013 26.614 0.3 0.5 0.3
H -15.264 -11.103 25.482 0.4 0.5 0.0
F -14.809 -11.736 18.564 0.1 -0.2 0.1
C -15.959 -11.046 18.615 -0.9 -1.2 2.8
C -16.341 -10.329 17.552 0.5 -0.3 -0.4
C -17.448 -9.566 17.627 -2.3 1.8 -0.5
C -18.249 -9.529 18.774 0.5 0.4 -0.6
C -17.919 -10.318 19.847 0.8 -0.4 -0.1
C -16.791 -11.109 19.748 1.3 -0.3 0.9
H -15.754 -10.468 16.706 0.9 0.3 -1.6
H -17.740 -8.918 16.772 0.3 -0.6 0.7
H -19.019 -8.800 18.816 -0.8 0.3 0.0
H -18.380 -10.370 20.818 -0.7 0.3 -0.1
H -16.547 -11.611 20.699 0.4 -0.2 -0.9
F -11.087 -16.465 27.881 1.4 -0.6 0.6
C -12.248 -16.527 27.282 -3.0 -0.1 -1.0
C -13.174 -17.564 27.502 2.1 -1.2 0.7
C -14.465 -17.513 27.067 -1.5 1.5 -0.8
C -14.850 -16.370 26.333 0.2 0.2 -0.5
C -13.891 -15.422 25.968 -0.6 1.7 -0.7
C -12.605 -15.473 26.460 1.1 -0.6 1.2
H -12.794 -18.497 27.927 -0.2 0.4 0.4
H -15.243 -18.250 27.310 0.8 0.1 -0.1
H -15.865 -16.195 25.967 0.2 -0.3 0.3
H -14.125 -14.520 25.320 -0.1 -1.4 0.9
H -11.789 -14.758 26.397 -0.6 0.5 -0.6
F -12.399 -10.068 24.633 -0.5 0.6 0.3
C -11.530 -10.999 24.241 -1.2 -1.2 0.0
C -10.391 -10.585 23.614 0.1 0.6 0.6
C -9.498 -11.558 23.246 0.5 -1.1 -0.2
C -9.774 -12.895 23.492 -0.3 -0.2 -0.2
C -10.958 -13.283 24.143 0.9 -1.5 -0.9
C -11.902 -12.344 24.460 0.5 1.3 0.8
H -10.182 -9.521 23.557 -0.1 -0.1 -0.2
H -8.561 -11.325 22.786 0.3 0.3 -0.3
H -9.111 -13.664 23.092 0.0 0.2 0.4
H -11.077 -14.386 24.287 -0.3 1.2 0.0
H -12.795 -12.556 25.045 0.0 0.0 -0.3
F -13.146 -7.135 17.624 0.6 -0.5 0.3
C -13.275 -7.865 18.764 -1.8 -0.1 0.1
C -12.453 -8.911 19.135 1.3 0.4 -0.5
C -12.675 -9.482 20.367 0.0 -0.2 0.6
C -13.746 -9.161 21.179 0.1 0.0 0.3
C -14.702 -8.283 20.704 0.1 1.2 -0.6
C -14.441 -7.583 19.490 0.3 -0.6 0.7
H -11.524 -9.211 18.621 -0.8 0.4 -0.1
H -11.960 -10.175 20.756 0.4 -0.4 0.0
H -13.766 -9.521 22.217 -0.3 -0.1 -0.6
H -15.567 -8.084 21.346 0.2 0.2 -0.5
H -15.056 -6.784 19.076 -0.1 -0.3 0.4
F -17.732 -18.328 21.806 -0.4 0.5 1.0
C -18.429 -17.590 22.754 0.9 -0.5 -1.2
C -17.808 -17.261 23.954 -1.3 -0.5 0.6
C -18.607 -16.584 24.895 0.1 0.2 -1.9
C -19.869 -16.147 24.534 -0.6 1.0 0.9
C -20.402 -16.430 23.300 -0.3 -0.4 -0.5
C -19.704 -17.197 22.380 0.1 -0.3 0.6
H -16.867 -17.685 24.277 0.2 0.2 -0.5
H -18.185 -16.217 25.783 0.5 0.0 1.3
H -20.478 -15.514 25.209 0.6 -0.5 -0.3
H -21.386 -16.074 23.046 -0.2 0.1 0.0
H -20.177 -17.597 21.486 0.4 0.4 0.0